{
  "formula": "C28H33F9N2O27S",
  "method": "ωB97M-V with the def2-TZVPD basis set",
  "total_charge": 0,
  "smiles": "CN(C)C(=O)CNS(=O)(=O)F.O=C1OC[C@@H](F)O1.O=C1OC[C@@H](F)O1.O=C1OC[C@@H](F)O1.O=C1OC[C@@H](F)O1.O=C1OC[C@@H](F)O1.O=C1OC[C@@H](F)O1.O=C1OC[C@@H](F)O1.O=C1OC[C@@H](F)O1",
  "e_homo_ev": -9.58,
  "homo_lumo_gap_ha": 0.35061,
  "energy_ev": -123126.824,
  "species": ["C", "N", "C", "C", "O", "C", "N", "S", "O", "O", "F", "H", "H", "H", "H", "H", "H", "H", "H", "H", "O", "C", "O", "C", "C", "F", "O", "H", "H", "H", "O", "C", "O", "C", "C", "F", "O", "H", "H", "H", "O", "C", "O", "C", "C", "F", "O", "H", "H", "H", "O", "C", "O", "C", "C", "F", "O", "H", "H", "H", "O", "C", "O", "C", "C", "F", "O", "H", "H", "H", "O", "C", "O", "C", "C", "F", "O", "H", "H", "H", "O", "C", "O", "C", "C", "F", "O", "H", "H", "H", "O", "C", "O", "C", "C", "F", "O", "H", "H", "H"],
  "xyz": [[1.30731, -1.47393, 0.33299], [1.16568, -1.02191, -1.06239], [1.64359, 0.34409, -1.29774], [-0.08949, -1.30371, -1.64250], [-0.20960, -1.55374, -2.81018], [-1.34751, -1.33257, -0.76290], [-1.44152, -0.26199, 0.24403], [-2.00802, 1.12967, -0.36811], [-3.40818, 1.02302, -0.57562], [-1.20059, 1.64803, -1.42008], [-1.77868, 2.00449, 0.89935], [2.26853, -1.97643, 0.43756], [1.31806, -0.62779, 1.02730], [0.53838, -2.18486, 0.62390], [1.49471, 0.98985, -0.42940], [1.18015, 0.75579, -2.18871], [2.71831, 0.32019, -1.49426], [-1.42504, -2.29051, -0.25369], [-2.20437, -1.26541, -1.42997], [-0.59166, -0.14248, 0.78758], [0.37344, -4.35909, 0.92256], [-0.66768, -4.92065, 1.03101], [-0.83149, -6.25610, 0.95677], [-2.20150, -6.56179, 1.27193], [-2.88705, -5.25195, 0.95732], [-3.94326, -5.01323, 1.76553], [-1.86198, -4.30206, 1.23073], [-2.27770, -6.81974, 2.32841], [-2.55917, -7.39275, 0.67235], [-3.20196, -5.14312, -0.08109], [-0.05879, 5.30252, -6.69606], [-0.52978, 4.39811, -6.08908], [-0.50588, 4.27776, -4.74362], [-1.30005, 3.13888, -4.37950], [-1.27939, 2.32855, -5.65653], [-2.42814, 1.64097, -5.85039], [-1.16430, 3.33571, -6.65044], [-2.31197, 3.46286, -4.13382], [-0.87200, 2.61883, -3.52954], [-0.43746, 1.64054, -5.74552], [2.78851, 1.56421, 2.51852], [1.72555, 1.57626, 3.04557], [0.71986, 0.71158, 2.75171], [-0.34812, 0.93541, 3.69215], [-0.08074, 2.35899, 4.12842], [-0.42518, 2.56456, 5.41642], [1.34007, 2.44318, 4.00596], [-0.25125, 0.23561, 4.52261], [-1.31629, 0.80530, 3.21885], [-0.54482, 3.11918, 3.50587], [6.46232, -0.63225, 6.96151], [6.28107, 0.14506, 6.08839], [5.26488, 0.08866, 5.19441], [5.29892, 1.27731, 4.39430], [6.74207, 1.70559, 4.54025], [6.88637, 3.05275, 4.51315], [7.07236, 1.22686, 5.83094], [4.62036, 2.02010, 4.81512], [5.00652, 1.06498, 3.37207], [7.42301, 1.26507, 3.81021], [-3.53590, -9.00288, -0.78597], [-3.71001, -8.21461, -1.65240], [-4.71794, -8.23807, -2.54561], [-4.66892, -7.03129, -3.31755], [-3.22065, -6.62066, -3.16201], [-3.06365, -5.27731, -3.14904], [-2.89931, -7.13437, -1.87728], [-5.33815, -6.29067, -2.87791], [-4.95950, -7.22012, -4.34642], [-2.54297, -7.05242, -3.89929], [-2.03656, 4.73868, 3.78563], [-1.88982, 5.63749, 4.54828], [-1.15764, 5.57888, 5.67992], [-1.09965, 6.89394, 6.24566], [-2.32729, 7.54392, 5.64372], [-2.15389, 8.86526, 5.42072], [-2.44323, 6.86826, 4.40190], [-0.18842, 7.39334, 5.91508], [-1.11761, 6.84652, 7.33030], [-3.24553, 7.39927, 6.21489], [3.41029, -10.99184, 0.73457], [3.06701, -9.87750, 0.53809], [2.04367, -9.25390, 1.17115], [2.03272, -7.87943, 0.76714], [2.76046, -7.94043, -0.55719], [3.48264, -6.82182, -0.80332], [3.63893, -9.03386, -0.37083], [2.58394, -7.28117, 1.49404], [1.01867, -7.50504, 0.68549], [2.11957, -8.14022, -1.41799], [-0.56341, 11.22568, -8.02470], [-0.37393, 10.34268, -7.25972], [-1.01395, 9.15179, -7.26940], [-0.40628, 8.30193, -6.28533], [0.22115, 9.31566, -5.35429], [1.36906, 8.86290, -4.79324], [0.51966, 10.38797, -6.22751], [0.34387, 7.67195, -6.75618], [-1.15041, 7.67342, -5.80736], [-0.43650, 9.67557, -4.56069]],
  "forces_ev_per_angstrom": [[0.506, 0.446, -0.219], [-1.192, 0.125, 0.774], [0.961, -0.427, -0.497], [0.297, -0.133, 0.179], [-0.079, 0.284, -0.516], [-0.005, -0.226, 0.022], [0.133, -0.167, 0.099], [-0.692, -0.297, -0.536], [0.235, 0.049, 0.152], [0.185, 0.231, 0.256], [0.190, 0.127, 0.076], [-0.021, -0.090, 0.059], [0.018, -0.098, -0.042], [0.136, 0.023, -0.132], [-0.261, 0.053, -0.012], [-0.162, 0.051, 0.069], [0.022, 0.028, 0.090], [-0.011, -0.011, 0.116], [0.002, 0.022, -0.015], [0.013, 0.124, -0.013], [-0.136, -0.151, 0.090], [0.150, -0.038, 0.061], [-0.264, 0.060, 0.027], [-0.028, -0.297, -0.070], [0.009, 0.027, 0.235], [0.061, 0.049, 0.044], [0.000, -0.020, -0.298], [-0.079, 0.167, 0.045], [0.200, -0.020, -0.089], [-0.075, 0.016, 0.015], [-0.076, -0.065, 0.018], [-0.060, 0.063, -0.018], [-0.055, -0.080, -0.013], [0.075, -0.081, 0.169], [-0.189, 0.108, -0.030], [-0.017, 0.064, -0.039], [0.283, -0.109, 0.026], [-0.053, -0.057, -0.090], [0.140, 0.135, 0.004], [-0.063, -0.089, -0.015], [0.002, -0.048, -0.012], [0.040, -0.046, 0.025], [-0.291, 0.159, 0.186], [-0.078, -0.120, -0.041], [0.086, -0.194, 0.138], [0.097, -0.019, 0.023], [-0.098, 0.103, -0.213], [0.055, 0.086, 0.078], [0.069, -0.001, -0.199], [-0.044, 0.090, 0.093], [-0.017, 0.042, 0.028], [-0.087, 0.036, 0.078], [0.042, 0.068, -0.042], [-0.037, -0.057, -0.143], [-0.092, 0.104, 0.204], [-0.003, -0.012, 0.057], [0.114, -0.198, -0.181], [0.086, 0.091, 0.011], [-0.022, -0.169, 0.042], [0.038, 0.103, -0.041], [-0.021, 0.077, 0.064], [-0.089, -0.001, 0.075], [0.064, 0.063, -0.058], [-0.100, -0.035, -0.121], [-0.040, 0.137, 0.124], [-0.012, -0.008, 0.089], [0.034, -0.175, -0.234], [0.079, 0.073, 0.021], [0.006, -0.187, 0.039], [0.049, 0.108, -0.030], [0.033, 0.081, -0.018], [0.051, 0.020, -0.114], [-0.007, 0.068, 0.030], [0.060, -0.016, 0.154], [0.132, 0.064, -0.122], [0.025, -0.026, -0.064], [-0.213, -0.123, 0.171], [-0.053, 0.082, -0.057], [-0.044, -0.184, -0.015], [-0.022, 0.102, 0.006], [0.038, 0.027, 0.020], [0.054, 0.013, 0.096], [0.014, 0.064, -0.077], [-0.130, 0.052, 0.047], [0.205, 0.033, 0.148], [0.039, -0.039, 0.021], [-0.220, -0.117, -0.149], [0.099, 0.044, -0.096], [-0.023, -0.200, 0.036], [0.026, 0.098, -0.054], [0.052, -0.018, -0.010], [0.042, -0.033, -0.100], [0.028, -0.009, 0.107], [-0.084, 0.021, 0.000], [0.156, -0.033, -0.142], [0.017, 0.034, -0.041], [-0.237, 0.081, 0.130], [0.090, 0.010, 0.061], [-0.126, 0.075, -0.098], [0.071, -0.036, 0.088]]
}